One molecule with the formula C9H8ClNO2 in a non-equilibrium geometry. Source: OMol25; level of theory: ωB97M-V with the def2-TZVPD basis set.

Output
Orbital gap in eV: 9.1570
ΔE to the lowest compared entry with this formula, charge and spin in eV: 2.7942
SMILES: O[C@H]1C=CC=C[C@]1(Cl)c1ncco1
2S+1: 1
HOMO level in eV: -8.72

```
21
Properties=species:S:1:pos:R:3:forces:R:3
O -0.450 -0.943 -2.073 0.77 0.14 -1.16
C -0.918 -0.099 -1.049 -1.63 2.13 -1.54
C -2.385 -0.284 -0.755 -0.60 -1.63 -2.52
C -2.968 0.081 0.355 3.00 1.90 -0.38
C -2.155 0.796 1.284 0.51 0.79 2.83
C -0.845 0.523 1.381 -0.60 -0.22 -1.67
C -0.220 -0.269 0.245 4.08 1.24 0.72
Cl -0.237 -1.958 0.768 -0.07 -1.13 0.08
C 1.406 0.039 0.056 -2.68 0.43 2.05
N 2.126 0.693 0.909 -1.31 0.46 -0.45
C 3.447 0.500 0.538 -2.20 -1.68 -0.30
C 3.420 -0.402 -0.498 -0.90 2.73 2.36
O 2.110 -0.633 -0.841 1.07 -0.70 -0.45
H 0.275 -0.562 -2.658 -1.48 -0.37 1.63
H -0.941 1.015 -1.442 0.73 -1.64 1.09
H -3.027 -0.660 -1.549 0.40 -0.24 -0.12
H -3.952 0.136 0.515 -3.76 -0.35 0.24
H -2.625 1.458 2.076 0.50 -1.21 -0.86
H -0.343 0.579 2.303 1.04 0.79 0.65
H 4.060 0.881 1.315 1.57 0.08 -0.38
H 4.222 -0.892 -0.879 1.58 -1.54 -1.83
```
Positions in Å, forces in eV/Å.

---

C9H8ClO11P2Sm as an isolated structure in a non-equilibrium geometry. Source: OMol25; level of theory: ωB97M-V with the def2-TZVPD basis set.

Output
Total charge: -2
Orbital gap (spin up / spin down) in eV: 6.5037 / 6.4779
Expectation value of S²: 8.7613
ΔE to the lowest compared entry with this formula, charge and spin in eV: 0.0000
2S+1: 6
HOMO level (spin up / spin down) in eV: -1.68 / -1.65

```
32
Properties=species:S:1:pos:R:3:forces:R:3
Sm -0.048 -0.314 1.232 1.01 0.76 -0.52
O 3.459 -2.380 2.438 0.09 -0.03 0.07
C 2.479 -1.897 1.917 -0.17 0.06 -0.30
O 1.716 -0.971 2.443 -0.21 -0.30 -0.27
C 2.017 -2.385 0.460 0.17 0.28 0.44
O 2.402 -3.461 0.057 0.03 -0.03 -0.21
O 1.241 -1.542 -0.157 -0.03 -0.09 0.40
O -1.693 -0.928 3.327 -0.45 0.22 -0.50
P -2.860 -0.023 2.568 0.66 -0.31 -0.34
O -3.930 0.419 3.464 -0.09 -0.07 0.08
O -2.050 0.954 1.734 -0.04 -0.26 0.28
O -3.419 -1.148 1.496 -0.42 -0.02 -0.09
P -2.566 -2.041 0.450 0.46 0.13 0.70
O -1.930 -0.902 -0.546 -0.37 -0.10 0.01
O -3.399 -2.991 -0.291 -0.11 0.03 -0.03
O -1.323 -2.433 1.246 -0.43 -0.02 -0.04
H -1.560 -1.739 2.762 -0.18 -0.14 0.49
H -2.195 -1.091 -1.450 0.16 0.14 -0.16
Cl 3.480 0.865 -0.573 -0.17 0.17 -0.04
C 2.031 1.347 -1.444 0.23 -0.10 -0.07
C 2.016 1.115 -2.805 -0.04 0.01 0.00
C 0.904 1.449 -3.568 -0.02 0.01 0.04
C -0.192 2.010 -2.917 0.00 0.01 -0.02
C -0.168 2.240 -1.556 0.00 -0.07 0.02
C 0.951 1.925 -0.738 -0.09 0.10 0.06
C 0.920 2.106 0.683 0.07 -0.42 -0.15
H 2.883 0.655 -3.261 -0.01 0.00 0.00
H 0.893 1.259 -4.634 -0.02 0.00 0.00
H -1.084 2.274 -3.476 0.01 -0.01 -0.02
H -1.038 2.666 -1.067 0.01 0.01 0.00
H 0.169 2.801 1.047 0.00 0.01 0.02
H 1.894 2.164 1.159 -0.05 0.03 0.13
```
Positions in Å, forces in eV/Å.

---

C9H8F4OS as an isolated structure in a non-equilibrium geometry. Source: OMol25; level of theory: ωB97M-V with the def2-TZVPD basis set.

Output
Orbital gap (spin up / spin down) in eV: 7.8624 / 7.9340
ΔE to the lowest compared entry with this formula, charge and spin in eV: 0.3385
2S+1: 1
HOMO level (spin up / spin down) in eV: -8.45 / -8.85

```
23
Properties=species:S:1:pos:R:3:forces:R:3
C -2.371 0.570 0.300 0.69 -2.27 -2.16
C -1.522 0.515 1.371 2.67 1.47 -0.43
C -1.995 -0.044 -0.944 -1.99 1.10 1.44
C -0.230 -0.048 1.218 -1.87 -0.17 -3.74
C -0.715 -0.483 -1.144 0.18 -1.25 -2.44
C 0.155 -0.522 -0.082 0.39 -0.09 2.32
C 2.804 0.560 -1.197 0.59 0.20 0.79
C 1.360 -2.507 1.253 0.70 -0.31 -5.65
C 3.763 1.008 -0.098 -2.42 -0.52 -0.34
O 1.967 -2.064 -1.454 -0.49 -0.85 -0.01
F 2.100 -3.587 1.022 0.03 -0.21 1.04
F 4.743 0.112 -0.191 1.19 0.48 0.81
F 3.234 0.943 1.178 0.32 -0.22 -0.73
F 4.183 2.274 -0.192 0.66 -0.19 -0.32
S 1.790 -1.326 -0.210 -1.00 0.87 1.19
H -3.367 0.896 0.372 -1.01 0.83 0.24
H -1.523 1.339 2.075 -0.90 -0.70 1.02
H -2.806 -0.148 -1.690 0.92 0.20 0.20
H 0.434 -0.042 2.004 1.47 0.11 1.61
H -0.477 -0.894 -2.192 0.08 0.56 1.94
H 3.410 0.155 -2.016 -0.65 0.00 0.22
H 1.905 1.109 -1.450 0.19 0.17 0.20
H 1.322 -2.109 2.192 0.26 0.79 2.78
```
Positions in Å, forces in eV/Å.

---

One molecule with the formula C9H8FI in a non-equilibrium geometry. Source: OMol25; level of theory: ωB97M-V with the def2-TZVPD basis set.

Output
Orbital gap in eV: 7.8783
ΔE to the lowest compared entry with this formula, charge and spin in eV: 1.3057
2S+1: 1
HOMO level in eV: -7.99

```
19
Properties=species:S:1:pos:R:3:forces:R:3
C 1.905 -0.762 0.886 2.01 0.00 0.31
C 1.304 -1.950 1.275 -0.10 -0.51 -0.48
C 1.216 0.096 0.018 0.45 1.00 1.00
C 0.033 -2.243 0.805 0.56 1.67 -1.60
C -0.077 -0.211 -0.496 1.49 -1.14 1.26
C -0.660 -1.465 -0.151 1.10 1.17 0.38
C -0.856 0.858 -1.101 -0.14 2.28 -1.39
C -1.847 1.500 -0.050 1.32 0.17 1.54
C -1.995 -2.015 -0.495 -0.74 -1.23 -0.41
F -2.345 -1.925 -1.827 1.05 0.51 0.81
I -3.407 -0.005 0.342 0.50 1.04 0.27
H 3.013 -0.525 1.253 -2.69 -0.35 -0.87
H 1.801 -2.766 1.805 0.06 0.68 0.25
H 1.739 1.112 -0.018 -1.26 -1.27 -0.78
H -0.389 -3.145 1.036 -1.13 -2.16 0.78
H -0.118 1.590 -1.552 -0.71 -0.07 1.18
H -1.358 0.627 -2.055 -0.49 -0.56 0.75
H -1.336 1.878 1.003 -1.25 -1.39 -2.80
H -2.404 2.335 -0.446 -0.02 0.17 -0.22
```
Positions in Å, forces in eV/Å.

---

One molecule with the formula C9H8FN2O3PS2 in a non-equilibrium geometry. Source: OMol25; level of theory: ωB97M-V with the def2-TZVPD basis set.

Output
Orbital gap in eV: 7.2919
ΔE to the lowest compared entry with this formula, charge and spin in eV: 2.6849
SMILES: O=C(F)Cc1cc([PH2]=S)c(COO)c2nsnc12
2S+1: 1
HOMO level in eV: -8.98

```
26
Properties=species:S:1:pos:R:3:forces:R:3
O 3.651 0.165 0.132 0.53 1.58 0.39
C 3.443 1.286 -0.217 -0.63 -1.39 -0.85
F 3.965 2.383 0.457 -0.85 -1.17 -1.16
C 2.481 1.458 -1.480 -0.22 0.32 1.24
C 1.142 0.698 -1.076 -0.16 1.27 1.31
C 0.468 1.207 0.120 -0.42 -2.18 -2.08
C -0.801 0.548 0.650 0.61 -1.40 -3.38
P -1.619 1.170 2.211 0.58 -1.21 0.49
S -0.792 0.430 3.832 -0.02 0.28 -0.47
C -1.315 -0.610 -0.108 0.31 1.43 0.71
C -2.605 -1.379 0.385 2.01 0.10 -0.59
O -2.325 -1.855 1.733 -1.82 1.57 -0.32
O -1.070 -2.424 1.712 1.63 -1.21 -0.11
C -0.620 -1.114 -1.333 2.14 -0.05 -1.85
N -0.917 -2.178 -2.151 0.21 0.72 0.59
S 0.193 -2.376 -3.380 -0.33 2.84 3.12
N 1.197 -1.071 -2.987 -1.58 0.12 1.57
C 0.662 -0.472 -1.879 -1.17 -0.01 1.40
H 2.275 2.543 -1.695 0.25 -1.14 0.01
H 2.981 0.930 -2.333 -0.47 0.65 0.79
H 0.910 2.101 0.646 -0.55 -1.16 -0.60
H -2.987 0.769 2.126 0.50 0.49 -0.39
H -1.619 2.602 2.238 -0.08 -0.61 -0.59
H -2.755 -2.278 -0.270 -0.13 1.03 0.43
H -3.452 -0.643 0.365 0.49 -1.11 0.43
H -0.490 -1.890 2.299 -0.80 0.25 -0.09
```
Positions in Å, forces in eV/Å.

---

One molecule with the formula C9H8FNS in a non-equilibrium geometry. Source: OMol25; level of theory: ωB97M-V with the def2-TZVPD basis set.

Output
Orbital gap (spin up / spin down) in eV: 6.6246 / 6.6228
2S+1: 1
HOMO level (spin up / spin down) in eV: -6.67 / -6.67

```
20
Properties=species:S:1:pos:R:3:forces:R:3
C -0.286 2.203 -1.294 1.37 0.59 1.51
C 0.564 1.130 -1.351 0.08 0.75 -1.00
C -1.517 2.011 -0.721 -2.36 1.77 -0.04
C -0.099 -0.075 -1.178 -1.15 -0.51 0.56
C 1.223 0.806 2.233 -0.53 4.22 -0.66
C -0.044 0.670 1.983 2.12 -0.68 0.19
C 0.167 -2.586 -1.260 1.22 0.69 -0.78
C -0.007 -1.313 -1.595 0.14 -1.00 1.98
C -1.209 0.368 1.587 -1.87 -0.63 -1.45
N 0.869 -3.123 -0.133 -1.29 1.14 0.69
F -2.212 0.135 2.451 -0.53 0.12 -0.29
S -1.794 0.400 -0.308 1.22 0.07 1.01
H 0.113 3.202 -1.382 -0.21 0.23 -0.56
H 1.542 1.186 -1.782 0.32 -0.16 -0.16
H -2.216 2.855 -0.459 0.73 -1.41 -0.29
H 1.583 1.908 2.143 -0.26 -2.02 0.54
H 1.928 0.060 2.403 0.90 -1.28 0.22
H 0.716 -2.552 0.744 0.28 -0.82 -1.49
H 0.085 -3.203 -2.131 -0.27 -1.27 0.09
H 0.594 -4.084 0.050 0.09 0.18 -0.07
```
Positions in Å, forces in eV/Å.

---

One molecule with the formula C9H8N2 in a non-equilibrium geometry. Source: OMol25; level of theory: ωB97M-V with the def2-TZVPD basis set.

Output
Orbital gap in eV: 8.7084
ΔE to the lowest compared entry with this formula, charge and spin in eV: 2.7014
SMILES: c1ccc(-c2ccc[nH]2)nc1
2S+1: 1
HOMO level in eV: -7.87

```
19
Properties=species:S:1:pos:R:3:forces:R:3
C 1.511 1.406 -2.421 -4.60 0.89 -3.41
C 2.162 1.147 -1.297 6.12 0.72 0.02
C 1.549 0.539 -0.217 -3.31 2.61 -6.04
C 0.209 0.267 -0.307 0.51 -1.13 1.52
C -0.528 -0.373 0.751 4.11 0.39 5.30
C -0.169 -0.589 2.147 -1.74 0.39 -0.45
C -1.326 -1.377 2.703 3.30 1.31 1.77
C -2.104 -1.614 1.651 -4.53 -2.14 0.33
N -1.635 -1.010 0.559 -2.26 -0.72 -2.18
N -0.478 0.424 -1.398 -1.45 0.79 -1.76
C 0.136 1.009 -2.385 1.23 1.34 -1.67
H 1.663 1.959 -3.423 1.03 -0.96 2.12
H 3.397 1.406 -1.435 -3.47 -0.89 1.33
H 2.101 0.268 0.482 4.43 -2.31 6.65
H 0.621 -0.042 2.725 -0.82 -0.90 -0.79
H -1.537 -1.696 3.776 0.56 0.50 -1.83
H -3.124 -2.177 1.704 2.15 1.22 -0.56
H -2.047 -0.875 -0.337 -0.73 -0.47 -0.56
H -0.402 1.328 -3.279 -0.51 -0.63 0.19
```
Positions in Å, forces in eV/Å.

---

One molecule with the formula C9H8N2OS in a non-equilibrium geometry. Source: OMol25; level of theory: ωB97M-V with the def2-TZVPD basis set.

Output
Orbital gap in eV: 8.6747
ΔE to the lowest compared entry with this formula, charge and spin in eV: 2.4874
SMILES: C=c1[nH]c(=C)n(-c2cccs2)c1=O
2S+1: 1
HOMO level in eV: -8.24

```
21
Properties=species:S:1:pos:R:3:forces:R:3
C 3.523 -0.910 -0.638 -0.25 2.64 -0.60
C 2.369 -0.280 -0.375 0.60 -1.54 -0.42
N 2.177 1.082 -0.263 -0.51 0.13 0.13
C 0.868 1.379 0.117 -0.46 -2.81 0.31
C 0.282 2.420 0.658 -1.17 1.31 1.78
N 0.116 0.033 0.015 4.50 1.94 -0.44
C -1.214 -0.113 0.049 -3.12 -0.23 -0.01
C -1.884 -1.131 0.651 1.52 -0.95 0.09
C -3.238 -1.289 0.325 0.70 2.70 -0.71
C -3.672 -0.269 -0.496 2.29 -0.40 0.87
S -2.370 0.796 -0.867 0.10 0.14 -0.73
C 1.041 -1.006 -0.264 -0.31 0.82 -0.13
O 0.807 -2.182 -0.432 0.20 1.05 0.29
H 4.373 -0.267 -0.938 -0.28 -0.66 0.51
H 3.518 -1.913 -0.921 0.06 -1.53 0.04
H 2.988 1.682 -0.126 -0.81 -0.07 0.07
H -0.744 2.186 1.065 1.13 0.65 -0.68
H 0.753 3.380 1.034 -0.44 -1.44 -1.01
H -1.298 -1.844 1.219 -0.28 -0.07 0.20
H -3.793 -1.821 1.002 -1.83 -1.78 0.72
H -4.601 0.067 -0.817 -1.64 0.11 -0.28
```
Positions in Å, forces in eV/Å.

---

One molecule with the formula C9H8N4 in a non-equilibrium geometry. Source: OMol25; level of theory: ωB97M-V with the def2-TZVPD basis set.

Output
Orbital gap in eV: 9.3308
ΔE to the lowest compared entry with this formula, charge and spin in eV: 0.1844
SMILES: Nc1ccnc(-c2ccncc2)n1
2S+1: 1
HOMO level in eV: -9.10

```
21
Properties=species:S:1:pos:R:3:forces:R:3
N -3.182 -1.656 -0.110 -2.06 -0.50 0.91
C -2.382 -0.575 -0.007 0.40 1.92 -0.61
C -2.892 0.772 -0.008 -0.04 -1.00 0.33
C -1.991 1.798 -0.013 0.52 -1.17 -0.08
N -0.671 1.556 -0.052 -0.11 0.91 0.16
C -0.277 0.308 -0.044 -0.38 -0.50 -0.15
C 1.193 0.091 -0.048 -0.27 0.34 0.50
C 1.696 -1.196 0.034 -1.09 -0.76 -0.43
C 3.057 -1.365 -0.029 1.59 0.77 0.14
N 3.916 -0.306 -0.029 -0.47 -1.05 -0.23
C 3.405 0.916 -0.013 -0.23 -0.54 -0.22
C 2.052 1.183 -0.037 -0.18 -0.66 0.29
N -1.080 -0.776 -0.049 0.73 0.10 0.26
H -4.149 -1.545 0.270 1.39 -0.26 -0.66
H -2.748 -2.552 0.086 -0.06 0.32 -0.07
H -3.949 0.945 0.030 -0.36 0.10 -0.04
H -2.275 2.828 0.011 -0.30 0.47 -0.04
H 0.924 -1.995 0.088 1.07 0.39 -0.13
H 3.582 -2.327 -0.093 -0.59 0.25 0.21
H 4.101 1.719 -0.046 0.58 0.56 0.17
H 1.671 2.178 0.058 -0.15 0.34 -0.30
```
Positions in Å, forces in eV/Å.

---

One molecule with the formula C9H8N4O in a non-equilibrium geometry. Source: OMol25; level of theory: ωB97M-V with the def2-TZVPD basis set.

Output
Orbital gap in eV: 9.3736
ΔE to the lowest compared entry with this formula, charge and spin in eV: 4.1031
SMILES: [H]/N=C(\O/C=C/C)[C@H](C#N)C(=C=N)C#N
2S+1: 1
HOMO level in eV: -9.25

```
22
Properties=species:S:1:pos:R:3:forces:R:3
H -0.408 3.059 1.972 0.10 -0.94 -0.31
N -0.995 2.216 1.872 0.01 -0.33 -0.17
C -0.511 1.194 1.281 0.05 1.95 0.35
O 0.758 1.200 0.809 -0.58 -1.15 -0.09
C 1.451 0.105 0.183 0.11 3.14 0.61
C 2.559 0.505 -0.435 -2.51 -2.05 0.13
C 3.385 -0.506 -1.049 0.42 -1.92 0.26
C -1.526 0.092 1.098 -1.91 -2.13 -1.28
C -1.062 -1.287 1.466 0.44 1.66 0.61
N -0.432 -2.164 1.857 -0.39 -0.44 -0.20
C -2.241 -0.015 -0.333 2.50 -0.41 2.15
C -2.914 -1.067 -0.695 -0.02 0.72 0.07
N -3.718 -1.879 -1.017 -1.26 -0.68 -0.11
C -1.754 0.872 -1.249 0.45 3.42 -3.80
N -1.446 1.673 -2.047 -0.29 -1.61 1.63
H 1.074 -0.870 0.374 0.03 -0.58 0.03
H 2.780 1.496 -0.683 0.10 1.52 0.30
H 3.093 -1.561 -0.788 0.13 1.05 -0.35
H 4.344 -0.342 -0.624 1.39 -0.23 -0.01
H 3.435 -0.378 -2.110 0.17 -0.07 -0.74
H -2.467 0.373 1.577 0.87 -0.01 1.28
H -3.406 -2.716 -1.457 0.19 -0.92 -0.36
```
Positions in Å, forces in eV/Å.

---

C9H8NO3RhS4 as an isolated structure in a non-equilibrium geometry. Source: OMol25; level of theory: ωB97M-V with the def2-TZVPD basis set.

Output
Orbital gap (spin up / spin down) in eV: 6.1578 / 5.8254
2S+1: 1
HOMO level (spin up / spin down) in eV: -8.23 / -8.23

```
26
Properties=species:S:1:pos:R:3:forces:R:3
Rh 1.725 1.090 -1.491 0.84 0.26 -0.83
S 3.934 0.974 -1.235 0.08 -0.31 -0.03
S 4.683 2.787 -1.603 0.83 -0.39 0.08
S 3.227 4.088 -1.277 5.97 3.97 0.57
S 1.643 3.296 -1.398 -6.68 -3.77 -0.77
C -2.769 0.961 -1.563 -0.37 -0.03 0.03
C -1.350 0.954 -1.805 0.37 -0.02 -0.33
N -0.224 0.979 -2.004 -0.77 0.16 0.51
H -3.237 0.116 -2.063 -0.01 0.00 0.01
H -3.187 1.892 -1.942 -0.06 -0.03 0.01
H -2.947 0.890 -0.489 0.03 -0.02 0.00
O -0.374 -3.517 1.081 -0.12 -0.34 0.09
C -0.378 -2.209 1.316 0.02 0.53 -0.14
C -1.222 -1.694 2.308 0.01 -0.27 0.05
C -1.258 -0.342 2.578 -0.06 0.08 -0.08
C -0.445 0.547 1.877 -0.06 -0.12 0.06
C 0.387 0.040 0.899 0.31 0.36 0.08
C 0.413 -1.308 0.575 0.16 -0.33 -0.31
C 1.216 -1.823 -0.600 -0.49 0.31 0.61
O 1.275 -3.043 -0.785 0.15 -0.03 -0.16
O 1.768 -0.969 -1.376 0.47 0.20 -0.49
H 0.272 -3.677 0.338 -0.01 0.22 0.04
H -1.833 -2.396 2.858 -0.06 0.00 0.03
H -1.930 0.034 3.339 -0.01 -0.04 0.08
H -0.461 1.604 2.099 0.05 0.07 0.05
H 1.072 0.727 0.364 -0.59 -0.46 0.82
```
Positions in Å, forces in eV/Å.